Entry 1:
Molecular formula: CBrCl2NO
Method: DFT, the ωB97M-V functional and the def2-TZVPD basis

- E (Eh) = -3662.369555
- relative energy (zero: lowest compared OMol25 entry of this formula, charge and spin) (kcal/mol) = 4.7
- HOMO (alpha / beta) (eV) = -9.55 / -9.55
- LUMO energy (alpha / beta) (eV) = -1.3035 / -1.3037
- orbital gap (alpha / beta) (eV) = 8.25 / 8.25
- total charge = 0

Geometry as XYZ:
```
6
CBrCl2NO the ωB97M-V functional and the def2-TZVPD basis
C 0.821 -0.473 -0.285
N -1.003 0.210 -0.061
O 1.230 -0.364 -1.345
Cl -1.441 0.665 1.595
Cl -0.999 1.595 -1.069
Br 1.391 -1.633 1.166
```


Entry 2:
Molecular formula: CBrCl2NO2
Method: DFT, the ωB97M-V functional and the def2-TZVPD basis

- E (Eh) = -3737.550488
- relative energy (zero: lowest compared OMol25 entry of this formula, charge and spin) (kcal/mol) = 40.5
- HOMO (alpha / beta) (eV) = -8.76 / -10.36
- LUMO energy (alpha / beta) (eV) = -1.5207 / -1.0711
- orbital gap (alpha / beta) (eV) = 7.24 / 9.29
- total charge = 0

Geometry as XYZ:
```
7
CBrCl2NO2 the ωB97M-V functional and the def2-TZVPD basis
C -0.556 1.053 0.331
N 0.810 -1.484 -0.397
O 0.950 -1.775 -1.546
O 0.622 -2.059 0.602
Cl -1.665 1.329 1.651
Cl -1.126 0.832 -1.217
Br 0.965 2.105 0.576
```


Entry 3:
Molecular formula: CBrClF3N
Method: DFT, the ωB97M-V functional and the def2-TZVPD basis

- E (Eh) = -3426.546392
- relative energy (zero: lowest compared OMol25 entry of this formula, charge and spin) (kcal/mol) = 29.1
- HOMO (alpha / beta) (eV) = -11.01 / -11.00
- LUMO energy (alpha / beta) (eV) = -3.1331 / -3.1340
- orbital gap (alpha / beta) (eV) = 7.88 / 7.87
- total charge = 0

Geometry as XYZ:
```
7
CBrClF3N the ωB97M-V functional and the def2-TZVPD basis
C -0.430 -0.002 0.022
N 0.586 0.461 0.840
F -0.536 0.746 -1.124
F -0.310 -1.295 -0.405
F -1.611 0.028 0.553
Cl 3.515 -1.044 -0.154
Br 2.135 0.855 0.061
```


Entry 4:
Molecular formula: CBrClS
Method: DFT, the ωB97M-V functional and the def2-TZVPD basis

- E (Eh) = -3470.376364
- relative energy (zero: lowest compared OMol25 entry of this formula, charge and spin) (kcal/mol) = 49.9
- HOMO (alpha / beta) (eV) = -10.13 / -9.64
- LUMO energy (alpha / beta) (eV) = -2.9031 / -3.1283
- orbital gap (alpha / beta) (eV) = 7.23 / 6.51
- total charge = 0

Geometry as XYZ:
```
4
CBrClS the ωB97M-V functional and the def2-TZVPD basis
C -1.097 -0.017 0.717
S -0.213 -0.925 -0.247
Cl 2.075 -0.743 -1.779
Br -0.765 1.685 1.310
```